1.
DFT (wB97M-V/def2-TZVPD) results for C5H6F2N4 in the gas phase in a non-equilibrium geometry.

Output
ΔE to the lowest compared entry with this formula, charge and spin (eV): 3.3118
LUMO level (spin up / spin down) (eV): -1.2 / -3.9
Total energy (Ha): -612.6821
Molecular weight (Da): 160.1

```
! RIJCOSX wB97M-V def2-TZVPD def2/J DEFGRID3
* xyz 0 1
N 0.94 -2.10 -2.11
N -0.04 -0.22 -1.77
H 0.32 -3.13 -0.37
F 1.66 2.98 0.18
C -0.34 -1.01 -0.71
C -0.24 1.62 0.82
C 1.16 1.76 0.33
H -0.95 1.90 0.03
H -2.13 -0.13 0.03
C 0.30 -2.23 -0.94
N 0.71 -0.92 -2.54
F 2.09 0.94 0.79
H -1.49 -1.48 0.99
C -1.22 -0.60 0.42
N -0.59 0.34 1.34
H -0.37 2.36 1.63
H 0.16 -0.09 1.87
*
```

---

2.
DFT (wB97M-V/def2-TZVPD) results for C5H6F2SSi in the gas phase in a non-equilibrium geometry.

Output
ΔE to the lowest compared entry with this formula, charge and spin (eV): 0.0000
LUMO level (eV): 0.5
Total energy (Ha): -1081.6505
Molecular weight (Da): 164.3

```
! RIJCOSX wB97M-V def2-TZVPD def2/J DEFGRID3
* xyz 0 1
H 0.68 -1.07 -2.48
C 0.17 -0.44 -0.40
C 0.31 -1.26 -1.53
F 2.71 0.67 0.19
H 0.62 2.16 2.19
F 1.35 1.92 -1.58
H -1.90 -3.14 0.05
H 1.63 3.33 1.26
H -0.10 3.13 0.60
C -0.60 -2.35 -1.43
C -1.32 -2.36 -0.25
S -0.95 -1.08 0.76
Si 1.17 1.13 -0.11
C 0.75 2.51 1.10
H -0.81 -2.86 -2.35
*
```

---

3.
DFT (wB97M-V/def2-TZVPD) results for C5H6F4O3 in the gas phase in a non-equilibrium geometry.

Output
LUMO level (eV): 0.8
Total energy (Ha): -819.2386
Molecular weight (Da): 190.1

```
! RIJCOSX wB97M-V def2-TZVPD def2/J DEFGRID3
* xyz 0 1
C -2.07 0.31 0.18
O -1.78 -1.01 0.29
C -0.56 -1.44 -0.16
H 1.20 -2.52 0.32
C 0.25 0.71 0.14
C 1.88 2.16 -0.77
H 2.80 1.71 -0.40
H 0.17 -2.11 1.70
H -0.30 -3.41 0.59
H 2.04 2.57 -1.77
F -3.03 0.58 1.06
F -0.53 -1.64 -1.49
C 0.17 -2.43 0.67
O -1.02 1.16 0.42
H 1.54 2.94 -0.09
O 0.87 1.15 -0.94
F -2.60 0.59 -1.03
F 0.99 0.69 1.28
*
```

---

4.
DFT (wB97M-V/def2-TZVPD) results for a molecular structure, C5H6FFeO4 in a non-equilibrium geometry.

Output
LUMO level (spin up / spin down) (eV): -10.1 / -11.8
Total energy (Ha): -1857.8615
Molecular weight (Da): 204.9

```
! RIJCOSX wB97M-V def2-TZVPD def2/J DEFGRID3
* xyz 2 6
C -2.68 1.72 -0.67
O 1.20 -1.35 -3.42
F -0.32 -1.16 0.42
O -3.07 0.27 1.14
H 0.26 0.77 0.10
H -2.84 2.72 -1.07
H 2.70 0.10 -0.03
C 2.00 -0.74 -0.16
H 2.12 -1.47 0.65
C 0.58 -0.24 -0.30
Fe -1.97 -1.19 1.25
O 0.28 -0.35 -1.62
O 2.23 -1.36 -1.42
C -3.26 1.37 0.57
H -3.89 2.11 1.09
C 1.25 -1.09 -2.27
H -2.37 0.92 -1.35
*
```

---

5.
DFT (wB97M-V/def2-TZVPD) results for a molecular structure, C5H6FKO4 in a non-equilibrium geometry.

Output
ΔE to the lowest compared entry with this formula, charge and spin (eV): 0.3659
LUMO level (spin up / spin down) (eV): -3.4 / -4.7
Total energy (Ha): -1194.6492
Molecular weight (Da): 188.2

```
! RIJCOSX wB97M-V def2-TZVPD def2/J DEFGRID3
* xyz 1 2
O -1.47 2.58 0.09
H -0.40 1.99 -2.49
K -1.98 0.41 1.81
H -0.33 -2.48 -0.62
C -1.68 3.08 -1.03
O 2.07 -1.87 1.55
F -0.22 -0.52 -0.09
H 2.15 -2.70 -0.35
C 0.23 -1.81 0.15
C 0.99 -2.07 2.28
O -0.11 -2.10 1.47
H -2.60 3.67 -1.16
O 0.94 -2.23 3.46
H 2.14 -0.88 -0.26
H -0.70 3.80 -2.82
C 1.76 -1.82 0.16
C -0.80 2.95 -2.15
*
```

---

6.
DFT (wB97M-V/def2-TZVPD) results for C5H6FNO in the gas phase in a non-equilibrium geometry.

Output
ΔE to the lowest compared entry with this formula, charge and spin (eV): 5.6065
LUMO level (eV): 0.7
Total energy (Ha): -423.8134
Molecular weight (Da): 115.1

```
! RIJCOSX wB97M-V def2-TZVPD def2/J DEFGRID3
* xyz 0 1
H -0.74 1.34 1.09
F -2.51 0.08 1.32
H 1.85 -1.40 0.13
O 1.22 0.13 -1.03
H -0.41 2.79 -1.76
H -3.23 -0.97 -0.76
C -0.49 1.88 -1.20
C 1.11 -0.62 0.17
H 1.10 0.00 1.04
H 0.20 -1.21 0.19
N -2.75 -0.14 -0.91
C -1.05 1.27 0.01
C 0.14 0.79 -0.98
C -2.24 0.48 0.07
*
```

---

7.
DFT (wB97M-V/def2-TZVPD) results for a molecular structure, C5H6FeLiO4 in a non-equilibrium geometry.

Output
ΔE to the lowest compared entry with this formula, charge and spin (eV): 5.8605
LUMO level (spin up / spin down) (eV): -10.4 / -11.8
Total energy (Ha): -1765.3378
Molecular weight (Da): 192.9

```
! RIJCOSX wB97M-V def2-TZVPD def2/J DEFGRID3
* xyz 2 6
C -0.81 -0.30 0.96
H -2.14 1.20 1.65
H 0.78 -1.93 0.80
C 0.87 -0.87 0.55
C -0.57 0.09 -0.36
O -2.99 -0.63 1.92
H -1.06 1.04 -0.62
H 1.48 -0.93 -0.36
H -0.89 -0.63 2.41
H -0.38 -0.35 -1.34
O 2.54 1.18 0.10
Li 3.79 2.49 0.87
Fe -2.65 -1.80 0.53
C -1.87 0.14 1.82
C 2.41 0.80 1.28
O 3.04 1.31 2.25
O 1.66 -0.28 1.58
*
```

---

8.
DFT (wB97M-V/def2-TZVPD) results for a molecular structure, C5H6HgO4 in a non-equilibrium geometry.

Output
ΔE to the lowest compared entry with this formula, charge and spin (eV): 4.0515
LUMO level (spin up / spin down) (eV): -5.6 / -6.2
Total energy (Ha): -648.0344
Molecular weight (Da): 330.7

```
! RIJCOSX wB97M-V def2-TZVPD def2/J DEFGRID3
* xyz 1 2
C 1.91 -1.73 2.52
O 0.92 1.05 -0.18
C 1.06 -2.07 1.44
Hg 0.38 0.55 2.61
O -1.27 0.75 -0.04
C 0.84 2.32 -0.71
H 2.51 -2.54 2.95
O 1.84 -0.62 3.14
H -0.08 2.88 -0.50
C 1.88 2.83 -1.36
H 1.76 3.77 -1.89
H 2.79 2.26 -1.52
O 0.11 -1.32 0.99
H 1.07 -3.11 1.08
C -0.09 0.55 0.56
H -1.98 0.78 0.60
*
```

---

9.
DFT (wB97M-V/def2-TZVPD) results for C5H6INO in the gas phase in a non-equilibrium geometry.

Output
ΔE to the lowest compared entry with this formula, charge and spin (eV): 1.9454
LUMO level (eV): -0.3
Total energy (Ha): -621.7333
Molecular weight (Da): 223.0

```
! RIJCOSX wB97M-V def2-TZVPD def2/J DEFGRID3
* xyz 0 1
H 0.57 -0.26 2.40
C -1.36 -0.46 -0.10
O -1.41 -0.83 2.13
C -0.04 -0.19 0.39
H 1.96 0.28 0.42
H -3.22 -0.97 1.02
C -2.13 -0.90 0.91
H -0.89 -0.29 -2.09
H 1.00 1.47 -0.44
I -3.44 -0.28 -2.42
C -0.18 -0.39 1.74
H 1.48 -0.32 -1.17
C 1.11 0.35 -0.27
N -1.63 -0.69 -1.49
*
```

---

10.
DFT (wB97M-V/def2-TZVPD) results for C5H6IO2P in the gas phase in a non-equilibrium geometry.

Output
ΔE to the lowest compared entry with this formula, charge and spin (eV): 0.0036
LUMO level (eV): -1.1
Total energy (Ha): -983.5557
Molecular weight (Da): 256.0

```
! RIJCOSX wB97M-V def2-TZVPD def2/J DEFGRID3
* xyz 0 1
C -1.08 0.31 -0.10
H 0.68 0.74 2.93
P -0.19 -0.23 -2.62
H 0.59 -1.31 1.64
H -3.05 0.94 0.35
C 0.00 -0.07 -0.96
C 0.59 -0.27 1.30
O -0.66 0.34 1.22
C -2.30 0.66 -0.45
H -2.46 0.74 -1.45
O 1.31 0.55 2.24
H 0.99 -0.77 -3.04
I 2.24 -2.00 -0.52
H 2.12 0.53 -0.35
C 1.22 -0.16 -0.19
*
```

---

11.
DFT (wB97M-V/def2-TZVPD) results for C5H6IO2P in the gas phase in a non-equilibrium geometry.

Output
ΔE to the lowest compared entry with this formula, charge and spin (eV): 2.8682
LUMO level (eV): -1.4
Total energy (Ha): -983.4505
Molecular weight (Da): 256.0

```
! RIJCOSX wB97M-V def2-TZVPD def2/J DEFGRID3
* xyz 0 1
C -1.32 0.43 1.07
C 1.08 -1.77 0.30
O -0.13 1.57 -0.64
H -2.78 1.10 -0.53
H 1.93 -2.32 0.05
H 2.26 1.60 -1.85
I -0.14 1.37 2.41
O -0.85 -0.63 0.41
H 0.47 -2.38 0.91
H 2.74 -0.03 -1.61
C 0.43 -0.64 -0.01
P -3.12 0.82 0.83
C 0.78 0.66 -0.68
C 2.00 0.75 -1.26
H -3.36 -0.55 0.59
*
```

---

12.
DFT (wB97M-V/def2-TZVPD) results for a molecular structure, C5H6KO4 in a non-equilibrium geometry.

Output
ΔE to the lowest compared entry with this formula, charge and spin (eV): 1.3833
LUMO level (eV): 1.9
Total energy (Ha): -1094.9687
Molecular weight (Da): 169.2

```
! RIJCOSX wB97M-V def2-TZVPD def2/J DEFGRID3
* xyz -1 1
C 2.92 0.06 0.52
O -0.19 2.05 -1.07
H -0.45 1.01 0.64
H -3.81 -0.77 -1.62
O 3.17 1.24 1.02
C -0.56 1.06 -0.46
H -1.86 -0.69 0.79
C -3.37 -1.08 -0.68
H 1.79 -0.66 2.23
K 2.78 2.72 -1.06
C 2.03 -0.83 1.17
O -1.47 0.25 -1.02
H -3.70 -2.02 -0.24
H 1.87 -1.83 0.75
O 3.13 -0.01 -0.77
C -2.28 -0.50 -0.20
*
```